Record 1
15
Properties=species:S:1:pos:R:3:mulliken_charge:R:1 method="wB97M-V/def2-TZVPD" energy_ev=-8294.8135 total_charge=0 molar_mass_g_mol=96.1 smiles=CCn1ccnc1 relative_energy_kcal_mol=4.2 homo_lumo_gap_ev=9.59
C -2.07739 0.41159 -0.02980 -1.34
C -1.00434 -0.66408 -0.07772 -0.21
N 0.35535 -0.15230 0.04663 0.16
C 1.47706 -0.91637 -0.16595 -0.32
C 2.53806 -0.06846 -0.02397 -0.45
N 2.10800 1.19738 0.27834 -0.64
C 0.80039 1.10617 0.31586 -0.02
H -3.06359 -0.06065 -0.09115 0.37
H -2.04281 0.97480 0.90656 0.35
H -1.97804 1.11190 -0.86562 0.36
H -1.06128 -1.19089 -1.03612 0.33
H -1.17022 -1.40329 0.71446 0.30
H 1.39890 -1.97161 -0.38590 0.38
H 3.58825 -0.29619 -0.13027 0.38
H 0.13165 1.92200 0.54464 0.34

Record 2
64
Properties=species:S:1:pos:R:3:mulliken_charge:R:1 method="wB97M-V/def2-TZVPD" energy_ev=-727800.7694 total_charge=0 molar_mass_g_mol=1111.5 smiles="O=C1CCCO1.O=C1CCCO1.BrCCBr.BrCCBr.BrCCBr.BrCCBr.BrCCBr" homo_lumo_gap_ev=10.37
O 13.94890 13.06583 6.33981 -0.56
C 14.33372 12.25424 7.13002 0.42
C 13.92737 10.78143 7.23873 -0.58
C 14.19973 10.37439 8.65665 -0.20
C 15.32753 11.32334 9.01835 0.00
O 15.06411 12.50751 8.29457 -0.31
H 12.91245 10.55537 6.93974 0.35
H 14.63871 10.28687 6.55460 0.26
H 13.36671 10.57007 9.34705 0.24
H 14.44206 9.32257 8.82827 0.23
H 15.36087 11.52473 10.09197 -0.06
H 16.28411 10.87883 8.72780 0.20
O 13.95985 19.85884 17.63798 -0.55
C 14.89090 19.68230 16.93279 0.39
C 15.60990 18.38451 16.60372 0.03
C 16.89110 18.79347 15.91018 -0.39
C 16.46103 20.20952 15.29145 -0.41
O 15.48100 20.66040 16.18843 -0.35
H 15.77725 17.78534 17.49421 0.32
H 14.97002 17.73578 15.97612 -0.09
H 17.71449 18.96220 16.60588 0.23
H 17.20914 18.08540 15.14881 0.24
H 17.30480 20.87720 15.26200 0.33
H 16.12254 20.02810 14.26984 0.24
Br 17.38651 15.15247 15.99399 -0.12
C 16.73452 13.64829 16.99195 -0.32
C 17.77083 12.94257 17.75992 -0.54
Br 18.56497 14.16599 19.14745 -0.18
H 16.28770 12.98654 16.25455 0.05
H 15.96543 14.04677 17.63651 0.45
H 18.57363 12.48826 17.19903 0.22
H 17.24853 12.13032 18.29254 0.41
Br 13.01108 8.06069 10.98056 -0.18
C 14.78276 7.82582 11.75944 -0.62
C 14.99503 8.95041 12.74269 -0.17
Br 16.71261 8.68119 13.63438 -0.14
H 15.51079 7.85808 10.96277 0.39
H 14.80032 6.82821 12.16565 0.45
H 14.20757 8.94136 13.50052 0.40
H 15.05785 9.93866 12.29266 -0.12
Br 10.90073 14.11594 13.53634 -0.16
C 9.47784 14.84797 14.65178 -0.57
C 8.27316 13.86524 14.49945 -0.65
Br 6.84056 14.51525 15.68464 -0.18
H 9.21660 15.81730 14.24781 0.38
H 9.81552 14.87854 15.68610 0.40
H 8.51389 12.87451 14.85604 0.38
H 7.98808 13.83924 13.45195 0.40
Br 19.53127 10.98916 14.67059 -0.17
C 19.04041 11.51811 12.86130 -0.30
C 19.35144 12.99733 12.66307 -0.31
Br 18.81990 13.54419 10.86426 -0.14
H 17.95924 11.45814 12.82366 0.07
H 19.57158 10.91924 12.14780 0.41
H 20.41633 13.14115 12.80522 0.44
H 18.79288 13.60146 13.37536 0.04
Br 15.17373 12.62082 13.51798 -0.19
C 15.31176 14.33865 12.53159 -0.61
C 14.45578 15.35842 13.19219 0.39
Br 14.45436 16.94476 12.05639 -0.16
H 14.94295 14.17502 11.51879 0.44
H 16.37336 14.52568 12.46688 0.34
H 14.81777 15.68930 14.15892 0.09
H 13.43623 15.00933 13.24284 -0.28

Record 3
31
Properties=species:S:1:pos:R:3:mulliken_charge:R:1 method="wB97M-V/def2-TZVPD" energy_ev=-15441.0360 total_charge=0 molar_mass_g_mol=188.1 smiles="CCB(CC)C(=O)c1ccc(C)cc1" relative_energy_kcal_mol=10.1 homo_lumo_gap_ev=8.83
C 2.21701 2.02015 -2.37299 -1.17
C 1.13184 0.93801 -2.33290 -0.40
B 1.53628 -0.35351 -1.42474 -0.13
C 1.84082 -1.86777 -1.79531 -0.43
C 1.12914 -2.97369 -0.90646 -1.04
C 1.56929 -0.03861 0.45610 0.06
O 2.48412 0.18491 1.21368 -0.62
C 0.13627 0.20476 0.96653 0.75
C -1.01090 -0.28236 0.39069 0.00
C -2.22130 -0.03217 0.83121 -0.86
C -2.43012 0.61265 2.12198 0.93
C -3.85429 0.85016 2.64809 -1.16
C -1.28572 1.03760 2.78696 -0.78
C -0.01857 0.79016 2.19801 -0.55
H 2.00569 2.90045 -1.68818 0.30
H 3.17755 1.62760 -2.09438 0.31
H 2.19347 2.48396 -3.32323 0.39
H 0.19796 1.43491 -2.16046 0.38
H 1.10262 0.47578 -3.27257 0.35
H 2.88185 -2.09790 -1.58445 0.28
H 1.63801 -2.19720 -2.83525 0.40
H 0.28850 -3.28795 -1.51611 0.31
H 1.76507 -3.81533 -0.66857 0.31
H 0.86901 -2.56616 0.01382 0.32
H -1.04971 -0.71887 -0.63463 0.12
H -2.99103 -0.65841 0.32899 0.24
H -4.36620 1.65038 2.06629 0.28
H -4.62935 0.02301 2.48944 0.30
H -3.78158 1.13249 3.81482 0.26
H -1.43883 1.37564 3.78236 0.31
H 0.91308 1.14734 2.50128 0.54

Record 4
12
Properties=species:S:1:pos:R:3:mulliken_charge:R:1 method="wB97M-V/def2-TZVPD" energy_ev=-5288.1312 total_charge=0 molar_mass_g_mol=60.1 smiles=CC(C)O relative_energy_kcal_mol=0.4 homo_lumo_gap_ev=11.39
C -1.26480 -0.34833 -0.18528 -1.20
C 0.22958 -0.21135 -0.42854 0.38
C 0.83770 0.97218 0.31363 -1.19
O 0.91211 -1.42003 -0.13243 -0.54
H -1.47718 -0.43649 0.89011 0.32
H -1.81185 0.52023 -0.56854 0.35
H -1.62380 -1.24113 -0.71414 0.30
H 0.41050 -0.05666 -1.50944 0.26
H 0.70185 0.83668 1.39458 0.33
H 1.91808 1.03895 0.09907 0.30
H 0.36038 1.91716 0.02144 0.34
H 0.80742 -1.57120 0.81953 0.34

Record 5
80
Properties=species:S:1:pos:R:3:mulliken_charge:R:1 method="wB97M-V/def2-TZVPD" energy_ev=-67426.9785 total_charge=0 molar_mass_g_mol=648.5 smiles="CCOC(=O)OC.CCOC(=O)OC.O=C1OCCO1.O=C1OCCO1.O=C1OCCO1.O=C1OCCO1.O=C1OCCO1" relative_energy_kcal_mol=139.5 homo_lumo_gap_ev=10.45
C 10.06177 3.83322 -4.06723 -1.09
C 8.53055 3.35240 -3.97462 -0.32
O 8.27728 2.55081 -2.86350 -0.26
C 7.08605 1.97805 -2.52177 0.66
O 6.00911 2.29467 -3.06264 -0.57
O 7.26807 1.35384 -1.32192 -0.26
C 6.20626 0.90597 -0.59577 -0.65
H 10.22537 4.34963 -5.01309 0.36
H 10.67654 2.98195 -3.77481 0.32
H 10.15517 4.59928 -3.29747 0.29
H 8.26387 2.79183 -4.87058 0.33
H 7.89418 4.23732 -3.96712 0.33
H 6.53966 0.42936 0.32607 0.33
H 5.38518 0.31825 -1.00628 0.32
H 5.59335 1.73408 -0.23984 0.26
C -0.37296 -1.68613 1.81743 -1.10
C 0.24451 -0.40892 2.31628 -0.23
O 0.49947 0.54926 1.31260 -0.28
C 1.59798 0.51344 0.56285 0.65
O 2.39148 -0.45086 0.52075 -0.63
O 1.64993 1.64371 -0.27511 -0.12
C 2.63271 1.89802 -1.28774 -0.45
H 0.15205 -2.06187 0.93920 0.43
H -1.44851 -1.71294 1.64262 0.21
H -0.15479 -2.59827 2.37286 0.44
H 1.12622 -0.39301 2.95693 0.37
H -0.63279 -0.05979 2.86085 0.15
H 2.61801 1.02966 -1.94640 0.31
H 3.59054 2.15179 -0.83357 0.02
H 2.47478 2.75135 -1.94728 0.22
O -6.21573 -3.98866 -2.54320 -0.63
C -5.01820 -4.01610 -2.12951 0.65
O -4.10920 -3.07143 -2.30285 -0.26
C -3.00610 -3.38268 -1.51075 0.04
C -3.25199 -4.77809 -1.16853 -0.53
O -4.62687 -4.84063 -1.18026 -0.30
H -2.17478 -3.48253 -2.20863 0.15
H -2.88611 -2.79478 -0.60076 0.21
H -2.73146 -4.95504 -0.22734 0.32
H -2.89544 -5.43499 -1.96190 0.37
O -0.47055 4.21112 -4.26239 -0.62
C -0.86023 4.32737 -3.08480 0.64
O -0.17150 3.74491 -2.13258 -0.11
C -0.62711 4.09420 -0.92700 -0.19
C -1.93932 4.87230 -1.12726 -0.30
O -1.90438 4.89248 -2.57414 -0.36
H -0.81801 3.25929 -0.25278 0.15
H -0.01331 4.92680 -0.58331 0.26
H -1.94484 5.89670 -0.75487 0.27
H -2.72893 4.19649 -0.79879 0.27
O -3.42662 -3.23802 2.37943 -0.54
C -4.56102 -2.92110 2.75505 0.73
O -5.19427 -3.06360 3.94787 -0.34
C -6.40859 -2.35054 4.00448 -0.35
C -6.21274 -1.32356 2.87022 -0.49
O -5.25930 -1.96769 2.09901 -0.31
H -7.27004 -2.97567 3.76948 0.34
H -6.60222 -1.61662 4.78676 0.29
H -5.71096 -0.45260 3.29182 0.32
H -7.22882 -1.12630 2.52851 0.36
O -0.95815 -1.10351 5.25611 -0.44
C -1.69393 -1.65881 5.95780 0.49
O -1.41215 -2.05029 7.23266 -0.38
C -2.57457 -2.73813 7.82191 -0.22
C -3.55549 -2.50344 6.71815 -0.46
O -2.83961 -2.18929 5.60531 -0.12
H -2.36242 -3.80054 7.94180 0.29
H -2.94800 -2.14430 8.65619 0.27
H -4.24460 -1.67660 6.89013 0.27
H -4.22627 -3.35139 6.57976 0.30
O -2.46850 1.61475 -4.05108 -0.59
C -1.42954 0.93538 -4.00428 0.62
O -0.60090 0.80712 -5.08221 -0.32
C 0.61008 0.08934 -4.66275 -0.25
C 0.19193 -0.37311 -3.23368 0.20
O -1.01317 0.16334 -2.90769 -0.24
H 0.81727 -0.78459 -5.28033 0.31
H 1.44605 0.78464 -4.58659 0.26
H 0.93577 -0.08375 -2.49134 -0.25
H 0.05381 -1.45427 -3.22234 0.22

Record 6
59
Properties=species:S:1:pos:R:3:mulliken_charge:R:1 method="wB97M-V/def2-TZVPD" energy_ev=-108477.3955 total_charge=-1 molar_mass_g_mol=609.2 relative_energy_kcal_mol=17.7 homo_lumo_gap_ev=5.59
Sn 0.15528 2.21468 -0.41144 0.84
O -3.92912 0.73258 3.03446 -0.68
C -2.92182 1.02428 3.86776 0.24
C -3.22682 1.32658 5.19506 -0.63
C -2.22982 1.64558 6.09446 -0.33
C -0.90242 1.65098 5.69456 -0.82
C -0.58922 1.35558 4.38306 -0.42
C -1.57682 1.04638 3.45336 0.35
C -1.19202 0.86448 2.03726 0.81
O 0.03228 0.94058 1.70476 -0.91
N -2.19932 0.67128 1.21526 -0.91
N -1.85352 0.64598 -0.10314 0.52
C -2.79592 0.53248 -0.95914 -0.38
C -2.57382 0.52538 -2.37564 0.44
C -3.68612 0.40488 -3.21294 -0.78
C -3.57402 0.38058 -4.58534 -0.63
C -2.30762 0.46058 -5.15724 -0.44
C -1.19212 0.56088 -4.36304 -0.43
C -1.26902 0.61718 -2.95114 0.39
O -0.18122 0.72798 -2.27444 -0.72
H -3.48932 0.64438 2.12266 0.58
H -4.26582 1.31798 5.49406 0.40
H -2.49822 1.90748 7.10976 0.35
H -0.12332 1.90338 6.39956 0.40
H 0.43368 1.38328 4.04096 0.45
H -3.83032 0.42818 -0.61074 0.20
H -4.66672 0.34098 -2.75334 0.34
H -4.45642 0.28578 -5.20474 0.37
H -2.20552 0.45998 -6.23524 0.37
H -0.20632 0.62768 -4.80314 0.37
N 1.86438 -1.15172 -2.43924 -0.22
C 2.54468 -2.39492 -2.09814 0.17
C 3.89248 -2.03262 -1.44344 -1.25
C 3.66408 -1.35832 -0.08964 0.05
N 2.92878 -0.10862 -0.30384 0.49
C 2.88868 -2.29522 0.83736 -1.35
C 1.53248 -2.70342 0.24566 0.10
N 0.66688 -1.54552 0.18556 -0.34
C 1.72478 -3.29392 -1.16064 -1.43
H 2.43328 -0.18572 -1.24994 0.56
H 0.91278 -1.08032 -2.09614 -0.16
H 1.86228 -0.93732 -3.42544 0.19
H 2.76228 -2.98082 -3.00684 0.35
H 4.43128 -1.35752 -2.10954 0.41
H 4.49938 -2.92862 -1.30894 0.50
H 4.63138 -1.12642 0.37116 0.27
H 3.46108 0.78598 -0.30794 0.15
H 2.16278 0.04708 0.36076 -0.20
H 2.72528 -1.80232 1.79676 0.44
H 3.48348 -3.19422 1.01266 0.51
H 1.11428 -3.50892 0.88916 0.38
H 0.52638 -1.11552 1.09326 0.00
H -0.24712 -1.76522 -0.18614 0.24
H 0.74498 -3.48302 -1.60764 0.45
H 2.23168 -4.25742 -1.05924 0.50
N 0.41848 5.18508 0.57266 -0.16
C -0.66862 4.82678 0.37796 -0.24
H 1.41658 5.23238 0.65146 0.28
Se 2.71208 2.90258 -0.34824 -1.01